{
  "formula": "C40H36ClN3PbSi2",
  "method": "ωB97M-V/def2-TZVPD",
  "energy_ha": -2941.42270,
  "e_above_lowest_kj_mol": 203.9,
  "charge": 2,
  "symbols": ["C", "C", "C", "H", "C", "C", "H", "H", "H", "H", "Pb", "Si", "C", "C", "H", "C", "H", "C", "H", "C", "H", "C", "H", "C", "C", "H", "C", "H", "C", "H", "C", "H", "C", "H", "H", "Si", "C", "C", "H", "C", "H", "C", "H", "C", "H", "C", "H", "C", "C", "H", "C", "H", "C", "H", "C", "H", "C", "H", "H", "Cl", "C", "C", "C", "C", "C", "C", "N", "N", "C", "C", "C", "C", "C", "N", "H", "H", "H", "H", "H", "H", "H", "H", "H"],
  "positions_angstrom": [[-1.620, -0.237, 1.207], [-2.254, 0.183, 0.000], [-2.488, -0.978, -0.804], [-2.536, 1.209, -0.243], [-1.995, -2.115, -0.091], [-1.455, -1.658, 1.147], [-1.014, -2.278, 1.933], [-1.390, 0.399, 2.059], [-2.987, -0.991, -1.782], [-2.055, -3.159, -0.422], [0.691, -0.963, -1.237], [-0.393, -0.644, -6.917], [0.011, 0.957, -7.801], [1.162, 1.084, -8.598], [1.845, 0.238, -8.757], [1.460, 2.274, -9.280], [2.382, 2.352, -9.869], [0.570, 3.354, -9.248], [0.812, 4.297, -9.769], [-0.666, 3.142, -8.633], [-1.404, 3.944, -8.688], [-0.962, 1.948, -7.972], [-1.963, 1.780, -7.587], [0.354, -1.838, -8.142], [0.063, -1.610, -9.491], [-0.562, -0.749, -9.765], [0.549, -2.429, -10.499], [0.273, -2.233, -11.531], [1.391, -3.501, -10.204], [1.764, -4.162, -10.992], [1.791, -3.646, -8.867], [2.500, -4.432, -8.626], [1.282, -2.837, -7.842], [1.594, -2.993, -6.806], [-1.882, -0.831, -7.130], [2.020, 1.563, -5.343], [1.572, -0.181, -4.842], [0.158, -0.675, -5.140], [-0.528, 0.156, -4.902], [-0.365, -1.864, -4.459], [-1.461, -1.982, -4.438], [0.467, -2.573, -3.651], [0.075, -3.320, -2.948], [1.831, -2.244, -3.590], [2.494, -2.950, -3.096], [2.375, -1.105, -4.199], [3.448, -0.998, -4.229], [0.540, 2.662, -4.965], [-0.617, 2.247, -4.243], [-0.790, 1.195, -3.937], [-1.612, 3.152, -3.904], [-2.541, 2.753, -3.476], [-1.416, 4.516, -4.108], [-2.120, 5.234, -3.673], [-0.331, 4.936, -4.896], [-0.227, 5.995, -5.145], [0.596, 4.007, -5.379], [1.366, 4.308, -6.101], [3.066, 2.133, -4.545], [2.994, -1.941, -0.758], [2.266, -2.933, 4.468], [2.183, -1.559, 4.761], [1.973, -0.627, 3.747], [1.842, -1.076, 2.426], [2.006, -2.453, 2.132], [2.198, -3.376, 3.141], [1.527, -0.170, 1.397], [1.282, 1.027, 1.811], [1.107, 2.037, 0.878], [0.902, 3.323, 1.431], [0.527, 4.346, 0.579], [0.508, 4.082, -0.807], [0.855, 2.806, -1.246], [1.093, 1.752, -0.442], [2.403, -3.674, 5.258], [2.278, -1.218, 5.786], [1.900, 0.443, 3.946], [2.046, -2.773, 1.094], [2.305, -4.425, 2.861], [1.009, 3.391, 2.517], [0.263, 5.339, 0.968], [0.235, 4.873, -1.520], [0.920, 2.616, -2.321]]
}

***

{
  "formula": "C40H36ClN3ScSi2",
  "method": "ωB97M-V/def2-TZVPD",
  "energy_ha": -3509.74404,
  "e_above_lowest_kj_mol": 0.0,
  "charge": 1,
  "symbols": ["C", "C", "C", "H", "C", "C", "H", "H", "H", "H", "Sc", "Si", "C", "C", "H", "C", "H", "C", "H", "C", "H", "C", "H", "C", "C", "H", "C", "H", "C", "H", "C", "H", "C", "H", "H", "Si", "C", "C", "H", "C", "H", "C", "H", "C", "H", "C", "H", "C", "C", "H", "C", "H", "C", "H", "C", "H", "C", "H", "H", "Cl", "C", "C", "C", "C", "C", "C", "N", "N", "C", "C", "C", "C", "C", "N", "H", "H", "H", "H", "H", "H", "H", "H", "H"],
  "positions_angstrom": [[3.598, 2.154, -0.367], [3.220, 0.816, -0.005], [2.415, 0.291, -1.066], [3.557, 0.268, 0.878], [2.294, 1.293, -2.087], [3.039, 2.441, -1.654], [3.247, 3.315, -2.264], [4.287, 2.796, 0.187], [2.052, -0.729, -1.145], [1.778, 1.173, -3.042], [1.200, 2.112, -0.128], [-1.134, -0.308, 0.172], [-0.359, -1.204, 1.634], [-0.856, -1.179, 2.937], [-1.718, -0.553, 3.170], [-0.279, -2.012, 3.901], [-0.672, -2.016, 4.924], [0.813, -2.825, 3.570], [1.235, -3.503, 4.311], [1.339, -2.814, 2.269], [2.178, -3.442, 1.992], [0.737, -2.010, 1.307], [1.148, -1.994, 0.289], [-0.645, -0.973, -1.551], [-0.264, -2.301, -1.827], [-0.189, -3.030, -1.027], [-0.074, -2.715, -3.156], [0.163, -3.762, -3.359], [-0.174, -1.803, -4.210], [-0.069, -2.137, -5.242], [-0.448, -0.460, -3.924], [-0.497, 0.269, -4.732], [-0.712, -0.052, -2.618], [-0.966, 0.993, -2.411], [0.417, 0.195, 0.086], [-2.940, -1.827, 0.031], [-3.652, -2.357, -1.575], [-3.850, -3.746, -1.795], [-3.943, -4.428, -0.947], [-3.895, -4.247, -3.096], [-3.934, -5.321, -3.269], [-3.876, -3.360, -4.179], [-3.866, -3.738, -5.195], [-3.878, -1.974, -3.963], [-3.933, -1.277, -4.803], [-3.798, -1.479, -2.667], [-3.802, -0.407, -2.479], [-2.869, -3.261, 1.217], [-1.936, -4.310, 1.056], [-1.342, -4.377, 0.153], [-1.783, -5.276, 2.055], [-1.018, -6.045, 1.943], [-2.626, -5.265, 3.172], [-2.506, -6.015, 3.944], [-3.610, -4.278, 3.305], [-4.281, -4.280, 4.174], [-3.734, -3.285, 2.331], [-4.506, -2.530, 2.407], [-2.624, -0.118, 0.622], [-1.259, 2.051, 0.100], [2.909, 7.340, -2.287], [3.160, 7.437, -0.910], [2.643, 6.461, -0.054], [1.920, 5.373, -0.559], [1.632, 5.315, -1.949], [2.142, 6.280, -2.808], [1.552, 4.320, 0.291], [1.718, 4.655, 1.574], [1.750, 3.602, 2.457], [2.106, 3.855, 3.807], [2.182, 2.782, 4.673], [1.943, 1.481, 4.188], [1.642, 1.303, 2.841], [1.493, 2.339, 1.975], [3.316, 8.092, -2.971], [3.734, 8.264, -0.500], [2.807, 6.512, 1.026], [1.010, 4.489, -2.311], [1.948, 6.215, -3.878], [2.277, 4.906, 4.068], [2.438, 2.936, 5.718], [2.007, 0.597, 4.833], [1.468, 0.304, 2.425]]
}

***

{
  "formula": "C40H38N3O2",
  "method": "ωB97M-V/def2-TZVPD",
  "energy_ha": -1861.55545,
  "charge": 1,
  "symbols": ["C", "C", "C", "C", "C", "C", "N", "C", "C", "O", "C", "C", "C", "C", "C", "C", "C", "C", "N", "C", "C", "C", "C", "C", "C", "C", "C", "O", "H", "H", "H", "H", "H", "H", "H", "H", "H", "H", "H", "H", "H", "H", "H", "H", "H", "H", "H", "H", "H", "H", "H", "H", "C", "N", "C", "C", "C", "C", "C", "C", "C", "C", "C", "C", "C", "C", "C", "C", "C", "H", "H", "H", "H", "H", "H", "H", "H", "H", "H", "H", "H", "H", "H"],
  "positions_angstrom": [[-1.213, 7.642, -1.576], [-0.477, 6.505, -2.084], [0.728, 6.347, -2.723], [0.894, 4.939, -2.937], [-0.236, 4.322, -2.427], [-0.692, 2.923, -2.394], [-1.214, 2.446, -3.658], [-2.180, 3.156, -4.463], [-0.812, 1.176, -3.993], [-1.101, 0.598, -5.036], [0.101, 0.674, -2.872], [-0.550, -0.385, -1.981], [-0.870, -1.647, -2.741], [-2.172, -1.839, -3.206], [-2.464, -2.929, -4.028], [-1.462, -3.858, -4.337], [-0.164, -3.687, -3.835], [0.132, -2.580, -3.030], [0.381, 1.929, -2.169], [1.108, 1.935, -1.005], [1.909, 0.894, -0.622], [2.739, 0.893, 0.575], [4.040, 0.335, 0.536], [4.798, 0.205, 1.693], [4.256, 0.572, 2.933], [2.998, 1.187, 2.982], [2.275, 1.412, 1.809], [-1.078, 5.278, -1.921], [-0.667, 8.548, -1.842], [-2.218, 7.707, -2.015], [-1.304, 7.614, -0.481], [1.420, 7.133, -3.020], [1.741, 4.437, -3.400], [-1.476, 2.848, -1.602], [-2.573, 2.460, -5.207], [-2.996, 3.532, -3.839], [-1.698, 3.990, -4.985], [1.014, 0.266, -3.338], [0.145, -0.609, -1.168], [-1.456, 0.056, -1.536], [-2.934, -1.100, -2.948], [-3.475, -3.044, -4.428], [-1.687, -4.711, -4.981], [0.618, -4.413, -4.071], [1.142, -2.418, -2.641], [1.072, 2.886, -0.474], [2.044, 0.045, -1.298], [4.443, 0.030, -0.432], [5.818, -0.179, 1.634], [4.839, 0.435, 3.849], [2.592, 1.499, 3.949], [1.330, 1.959, 1.839], [3.705, -3.126, 3.736], [2.309, -2.847, 3.463], [1.870, -2.130, 2.405], [0.470, -1.967, 2.482], [-0.287, -1.232, 1.573], [-1.708, -1.389, 1.444], [-2.323, -2.670, 1.512], [-3.708, -2.804, 1.470], [-4.521, -1.660, 1.467], [-3.933, -0.392, 1.367], [-2.551, -0.259, 1.255], [0.052, -2.698, 3.701], [-1.146, -2.938, 4.364], [-1.144, -3.791, 5.486], [0.040, -4.387, 5.968], [1.270, -4.080, 5.363], [1.231, -3.243, 4.256], [3.773, -3.738, 4.640], [4.148, -3.659, 2.884], [4.258, -2.187, 3.878], [2.551, -1.812, 1.622], [0.224, -0.472, 0.976], [-1.684, -3.551, 1.615], [-4.152, -3.805, 1.471], [-5.603, -1.763, 1.554], [-4.563, 0.501, 1.366], [-2.080, 0.715, 1.103], [-2.061, -2.470, 4.003], [-2.086, -3.997, 6.000], [0.012, -5.080, 6.814], [2.227, -4.481, 5.708]]
}

***

{
  "formula": "C40H39BN11O3RuS",
  "method": "ωB97M-V/def2-TZVPD",
  "energy_ha": -2893.61456,
  "e_above_lowest_kj_mol": 0.0,
  "charge": 0,
  "multiplicity": 6,
  "symbols": ["Ru", "C", "C", "C", "C", "N", "N", "B", "N", "C", "C", "C", "C", "N", "N", "C", "C", "C", "C", "N", "N", "C", "C", "C", "C", "N", "H", "H", "H", "H", "H", "H", "H", "H", "H", "H", "H", "H", "H", "H", "H", "H", "H", "H", "H", "H", "C", "C", "C", "C", "C", "C", "N", "N", "C", "C", "C", "C", "C", "C", "H", "H", "H", "H", "H", "H", "H", "H", "H", "O", "C", "O", "C", "C", "C", "C", "S", "C", "C", "H", "H", "H", "H", "H", "O", "N", "C", "C", "C", "C", "C", "H", "H", "H", "H", "H"],
  "positions_angstrom": [[0.436, -0.844, 0.001], [-0.792, 2.582, -0.762], [-0.447, 2.303, 0.662], [-0.664, 3.121, 1.779], [-0.232, 2.380, 2.855], [0.236, 1.206, 2.404], [0.099, 1.149, 1.058], [0.714, -0.052, 3.173], [-0.413, -1.096, 3.063], [-1.387, -1.362, 3.954], [-2.226, -2.299, 3.401], [-1.699, -2.562, 2.126], [-2.206, -3.519, 1.102], [-0.609, -1.823, 1.939], [2.033, -0.536, 2.492], [3.249, -0.564, 3.060], [4.174, -0.908, 2.099], [3.436, -1.087, 0.924], [3.943, -1.457, -0.430], [2.144, -0.864, 1.188], [1.052, 0.235, 4.625], [1.604, 1.336, 5.196], [2.029, 0.996, 6.453], [1.715, -0.377, 6.575], [1.994, -1.298, 7.716], [1.144, -0.822, 5.471], [-0.266, 3.470, -1.119], [-0.520, 1.740, -1.393], [-1.863, 2.762, -0.861], [-1.096, 4.107, 1.787], [-0.245, 2.618, 3.905], [-1.415, -0.886, 4.918], [-3.104, -2.737, 3.846], [-2.506, -4.452, 1.580], [-3.076, -3.111, 0.584], [-1.431, -3.736, 0.372], [3.398, -0.337, 4.103], [5.239, -1.009, 2.222], [4.384, -2.454, -0.413], [3.127, -1.465, -1.149], [4.711, -0.753, -0.755], [1.666, 2.278, 4.674], [2.492, 1.632, 7.189], [1.994, -0.762, 8.664], [1.246, -2.089, 7.745], [2.972, -1.766, 7.591], [-5.210, 0.137, -0.805], [-4.212, 0.595, 0.046], [-2.918, 0.122, -0.062], [-2.569, -0.816, -1.046], [-3.594, -1.290, -1.891], [-4.887, -0.815, -1.766], [-1.274, -1.285, -1.151], [-1.086, -2.246, -2.058], [-0.041, -3.056, -1.772], [0.157, -4.240, -2.499], [1.112, -5.148, -2.080], [1.878, -4.895, -0.947], [1.717, -3.696, -0.252], [0.804, -2.742, -0.661], [-6.228, 0.490, -0.702], [-4.449, 1.325, 0.812], [-2.168, 0.440, 0.645], [-3.340, -2.027, -2.639], [-5.659, -1.201, -2.420], [-0.494, -4.449, -3.339], [1.244, -6.075, -2.625], [2.601, -5.626, -0.605], [2.326, -3.521, 0.629], [-4.849, 5.714, -3.539], [-3.788, 5.478, -4.336], [-3.412, 6.330, -5.089], [-3.126, 4.144, -4.225], [-1.887, 3.999, -4.856], [-1.209, 2.801, -4.816], [-1.767, 1.693, -4.152], [-0.965, 0.177, -4.110], [-3.009, 1.843, -3.512], [-3.674, 3.051, -3.550], [-5.041, 4.965, -2.966], [-1.480, 4.854, -5.379], [-0.248, 2.697, -5.301], [-3.434, 0.995, -2.986], [-4.641, 3.108, -3.062], [1.391, 0.525, -1.759], [2.505, 0.718, -2.389], [3.402, 1.610, -1.913], [4.574, 1.866, -2.585], [4.862, 1.192, -3.763], [3.949, 0.248, -4.213], [2.787, 0.021, -3.512], [3.119, 2.101, -0.994], [5.262, 2.596, -2.184], [5.766, 1.400, -4.316], [4.137, -0.316, -5.115], [2.027, -0.684, -3.805]]
}

***

{
  "formula": "C40H39Cl2N2Sb2W",
  "method": "ωB97M-V/def2-TZVPD",
  "energy_ha": -3124.04114,
  "e_above_lowest_kj_mol": 107.7,
  "charge": 3,
  "multiplicity": 3,
  "symbols": ["W", "C", "N", "C", "C", "C", "C", "C", "N", "C", "C", "C", "C", "C", "C", "H", "H", "H", "H", "H", "H", "H", "H", "H", "H", "H", "C", "C", "C", "Sb", "C", "C", "C", "C", "C", "C", "C", "C", "C", "C", "C", "C", "Sb", "C", "C", "C", "C", "C", "C", "C", "C", "C", "C", "C", "C", "H", "H", "H", "H", "H", "H", "H", "H", "H", "H", "H", "H", "H", "H", "H", "H", "H", "H", "H", "H", "H", "H", "H", "H", "H", "H", "Cl", "C", "Cl", "H", "H"],
  "positions_angstrom": [[0.772, -0.771, -0.828], [-0.952, 0.024, -3.251], [0.063, -0.895, -2.718], [0.620, -1.794, -3.547], [1.680, -2.517, -3.062], [2.483, -3.583, -3.524], [3.385, -3.857, -2.515], [3.121, -2.954, -1.472], [2.102, -2.136, -1.785], [-0.458, 1.449, -3.236], [-1.126, 2.412, -3.984], [-0.712, 3.734, -3.953], [0.378, 4.113, -3.179], [1.046, 3.166, -2.422], [0.620, 1.847, -2.466], [-1.864, -0.051, -2.655], [-1.212, -0.277, -4.267], [0.212, -1.925, -4.543], [2.400, -4.074, -4.481], [4.160, -4.605, -2.518], [3.659, -2.866, -0.537], [-1.970, 2.126, -4.600], [-1.235, 4.472, -4.546], [0.708, 5.143, -3.172], [1.897, 3.453, -1.822], [1.229, 1.121, -1.889], [-1.261, 0.892, 2.438], [-0.773, -0.205, 3.403], [-0.280, -1.526, 2.806], [1.553, -1.665, 1.682], [3.081, -2.038, 3.070], [4.322, -1.425, 2.920], [5.297, -1.664, 3.875], [5.034, -2.510, 4.947], [3.796, -3.126, 5.073], [2.808, -2.901, 4.126], [2.111, 0.322, 0.998], [2.958, 0.421, -0.131], [3.545, 1.646, -0.478], [3.356, 2.747, 0.332], [2.569, 2.647, 1.484], [1.936, 1.462, 1.801], [-1.508, 0.488, 0.344], [-3.319, -0.599, 0.248], [-3.704, -1.289, -0.902], [-4.952, -1.892, -0.968], [-5.820, -1.817, 0.114], [-5.439, -1.138, 1.263], [-4.195, -0.524, 1.330], [-2.133, 2.394, -0.295], [-1.362, 3.516, -0.005], [-1.835, 4.776, -0.340], [-3.065, 4.911, -0.972], [-3.826, 3.790, -1.269], [-3.366, 2.525, -0.927], [-0.610, 1.765, 2.431], [-2.229, 1.278, 2.760], [-1.612, -0.483, 4.044], [-0.025, 0.207, 4.083], [-1.046, -1.935, 2.139], [-0.143, -2.256, 3.607], [4.532, -0.759, 2.092], [6.264, -1.187, 3.784], [5.801, -2.691, 5.688], [3.598, -3.787, 5.905], [1.851, -3.399, 4.228], [3.316, -0.460, -0.658], [4.188, 1.703, -1.347], [3.849, 3.683, 0.099], [2.470, 3.501, 2.142], [1.365, 1.400, 2.716], [-3.037, -1.384, -1.751], [-5.247, -2.421, -1.865], [-6.794, -2.285, 0.060], [-6.113, -1.076, 2.107], [-3.931, 0.018, 2.229], [-0.398, 3.421, 0.485], [-1.249, 5.653, -0.102], [-3.435, 5.896, -1.224], [-4.787, 3.898, -1.754], [-3.982, 1.658, -1.135], [-0.465, -3.151, -0.800], [-1.917, -3.770, 0.231], [-2.854, -4.824, -0.746], [-2.465, -2.881, 0.520], [-1.433, -4.303, 1.041]]
}